Density functional theory data (ωB97M-V with the def2-TZVPD basis set) for a cluster of 2 separate species, C6H12O in total in a non-equilibrium geometry.

Bonds (Å) are listed after each position.
CARTESIAN COORDINATES (ANGSTROEM)
1 C 2.685 0.190 0.097  C2 1.502, H8 1.090, H9 1.096, H10 1.092
2 C 1.662 1.226 0.466  C1 1.502, O3 1.211, H12 1.099
3 O 0.984 1.196 1.468  C2 1.211
4 C -0.817 -1.125 0.534  C5 1.330, C6 1.497, H13 1.084
5 C -1.771 -0.897 1.432  C4 1.330, H14 1.080, H15 1.082
6 C -0.724 -0.573 -0.854  C4 1.497, C7 1.515, H11 1.110, H16 1.102
7 C -1.685 0.557 -1.163  C6 1.515, H17 1.095, H18 1.092, H19 1.093
8 H 2.210 -0.785 0.207  C1 1.090
9 H 3.549 0.198 0.772  C1 1.096
10 H 3.027 0.322 -0.932  C1 1.092
11 H 0.316 -0.198 -0.949  C6 1.110
12 H 1.576 2.088 -0.211  C2 1.099
13 H -0.051 -1.839 0.813  C4 1.084
14 H -2.611 -0.250 1.226  C5 1.080
15 H -1.717 -1.310 2.430  C5 1.082
16 H -0.805 -1.342 -1.639  C6 1.102
17 H -1.545 0.974 -2.166  C7 1.095
18 H -2.711 0.193 -1.086  C7 1.092
19 H -1.574 1.372 -0.444  C7 1.093

Output
- energy above the lowest of the compared OMol25 structures with the same formula, charge and spin (kJ/mol) = 149.7
- structure (SMILES) = C=CCC.CC=O
- Kohn-Sham gap (Eh) = 0.38357
- 2S+1 = 1